# 1
This record from OMol25 describes a structure of composition C31H24N7O4SSr in a non-equilibrium geometry. The level of theory is the ωB97M-V functional and the def2-TZVPD basis.

```
68
Properties=species:S:1:pos:R:3:forces:R:3
N 1.4914 -3.1497 1.9165 0.00 0.09 0.10
N 1.9847 -2.2014 -0.1859 -0.44 0.18 0.07
H 2.2251 -0.8362 -2.5723 0.04 0.02 -0.06
C 1.9338 1.0042 1.4103 0.04 -0.02 0.28
C -0.1442 -2.9046 -2.9926 -0.01 -0.10 -0.04
C -0.2102 3.4328 1.7952 -0.13 -0.27 -0.16
C -1.1920 2.4660 1.5459 -0.08 0.36 0.42
H -0.8710 4.1444 5.0454 -0.02 0.02 -0.03
N -2.1589 0.3858 -1.8826 -1.12 -0.40 -0.95
C -4.5603 3.4514 -0.4708 0.12 -0.04 0.10
C -2.5017 2.1469 -0.3121 -0.12 0.11 -0.29
O -1.6280 -1.3206 3.2932 0.27 0.17 0.20
C -2.9235 1.4264 -1.4805 -0.59 0.61 0.17
C -0.1081 4.0362 3.0394 0.15 -0.03 0.13
C 0.2913 -0.1826 2.4845 0.49 0.25 0.24
C 3.0021 -1.5581 -2.3569 -0.09 -0.01 0.08
N -1.3434 1.8813 0.2861 0.19 0.00 0.19
H -0.1114 -4.6499 -4.2335 0.02 0.01 0.03
H 0.3099 -0.2297 4.6306 0.04 0.01 0.04
H 1.6940 -3.9423 2.5020 -0.07 -0.03 0.02
C 3.9832 -3.2198 -0.9172 -0.15 0.06 0.04
C -0.6568 -3.7623 -3.9463 -0.01 -0.05 -0.01
C -4.9681 2.7288 -1.6181 -0.09 -0.04 -0.14
O -1.3878 -1.0885 1.0829 -0.34 -0.57 1.38
C -2.0792 2.1483 2.5900 0.33 -0.09 0.00
H -2.8939 1.4639 2.3804 0.00 -0.03 0.03
H 4.0701 -1.2090 -4.1712 0.00 0.02 0.02
H 0.4144 3.7483 0.9661 0.04 0.03 0.01
C 2.9616 -2.2924 -1.1743 0.39 -0.14 -0.04
Sr -0.1551 -0.1439 -0.6737 -0.46 -1.48 -2.51
H 5.7797 -4.1850 -1.6065 0.03 0.03 0.01
H 5.8346 -2.8609 -3.6953 -0.02 -0.01 -0.01
H -2.3284 -4.1090 -5.2570 -0.02 0.02 -0.01
N -2.6545 -0.3587 -2.7936 -0.56 0.60 0.05
H 0.5150 -2.9325 1.8238 -0.11 -0.09 -0.09
C 5.0356 -2.7081 -2.9830 0.05 -0.05 0.05
C 2.2426 -3.0149 0.7862 0.45 -0.21 -0.24
C -2.5383 -2.3086 -4.1153 -0.01 0.10 0.01
H -2.6667 2.4929 4.6171 0.03 -0.01 0.01
C -0.9616 3.6759 4.0740 0.11 0.15 0.02
C 2.2768 1.5408 0.0477 0.32 0.26 0.05
C 2.5388 1.3425 2.6115 0.01 -0.04 -0.01
H -2.4694 -1.7276 3.0381 -0.06 -0.03 -0.12
C 1.9824 0.8526 3.7865 -0.01 0.04 0.03
C 5.0166 -3.4465 -1.8122 0.03 0.01 -0.02
C -3.3835 3.1780 0.1540 -0.22 0.16 -0.10
C -0.9852 -0.8995 2.2181 -0.58 -0.30 -0.08
C 0.8162 0.1063 3.7374 -0.19 -0.04 -0.07
C 4.0384 -1.7715 -3.2477 -0.04 0.04 -0.06
C -1.9589 2.7423 3.8355 -0.10 -0.16 -0.01
H -5.1925 4.2448 -0.0916 0.02 0.02 0.01
H 2.4391 1.0840 4.7387 -0.02 0.03 0.00
N -0.7579 -1.7874 -2.5938 -0.19 -0.06 -0.20
S 3.6997 -3.9826 0.6239 -0.16 0.14 -0.03
H -5.9084 2.9615 -2.0981 0.02 0.01 -0.03
H -3.0775 3.7573 1.0135 -0.12 0.06 -0.11
H 3.5029 2.8348 0.7893 -0.05 -0.07 0.14
O 3.1541 2.5221 -0.0529 0.05 -0.02 -0.26
N 0.8773 0.2117 1.3669 0.66 0.46 1.80
H -4.4229 1.1932 -2.9915 -0.08 0.02 0.02
H -3.4970 -2.0246 -4.5241 0.00 0.04 0.03
H 0.6338 4.8110 3.1968 -0.01 -0.03 0.02
C -1.9441 -1.4826 -3.1528 0.55 -0.58 -0.16
C -4.1598 1.7556 -2.1077 0.09 -0.13 -0.08
H 3.4171 1.9731 2.6612 0.01 -0.01 0.00
H 0.8063 -3.1188 -2.5194 0.00 -0.02 -0.01
C -1.8884 -3.4559 -4.5155 0.09 0.06 0.10
O 1.7199 1.1205 -0.9426 1.58 0.98 0.09
```
Positions in Å, forces in eV/Å.

Properties
- Total charge: +1
- E_tot: -62826.4687 eV
- Gap between HOMO and LUMO: 5.28 eV
- HOMO energy: -9.0 eV

---

# 2
This record from OMol25 describes a cluster of 3 separate species, C31H25BO5 in total in a non-equilibrium geometry. The level of theory is the ωB97M-V functional and the def2-TZVPD basis.

```
62
Properties=species:S:1:pos:R:3:forces:R:3
C 1.6731 1.0896 -6.0279 0.01 0.03 -0.18
C -0.8386 2.1187 4.3205 -0.06 -0.09 0.02
C -0.1613 -3.3018 -1.5911 0.05 0.10 -0.11
H -0.2500 0.7922 2.7439 -0.05 -0.13 -0.02
O 2.8713 4.7631 0.6364 -0.13 0.35 -0.35
H 4.3976 5.7136 -0.4600 -0.27 0.04 0.11
H -4.0754 -5.6656 5.5373 -0.01 0.00 -0.01
C 1.5281 4.7841 0.2238 -0.79 -0.46 0.08
C -1.5835 2.2664 5.4868 -0.01 -0.11 -0.05
H 1.5089 -0.3857 -1.1723 0.00 0.07 -0.11
C -2.2533 -3.8407 3.3410 -0.07 -0.16 0.05
H 5.4464 3.1282 -1.1817 0.12 0.16 -0.17
C -3.5781 -4.8084 5.1029 0.05 0.11 -0.04
H 2.1388 1.9226 -5.5199 -0.01 -0.07 0.12
C -1.5430 -1.4616 3.4193 0.26 -0.03 -0.45
H -2.8815 -5.8872 3.3807 0.00 0.00 0.00
H -0.5445 -4.1372 -1.0198 0.00 0.00 0.00
O -3.6852 -1.0487 6.9204 0.06 -0.02 -0.09
C -1.5537 -0.1717 4.1520 0.00 0.16 0.12
C -2.9035 -4.9337 3.8921 0.01 0.10 0.04
H 0.9334 4.8017 1.1412 0.12 0.09 0.01
H 1.9671 1.9175 -7.9805 0.00 0.00 0.00
H 0.9149 0.0041 -9.1457 0.00 0.00 0.00
C 0.1588 -2.1976 -3.7037 0.03 0.02 0.17
C 0.8120 -1.1493 -3.0534 -0.06 -0.18 0.06
C 0.4725 -1.0539 -7.3373 0.05 0.12 -0.14
C -2.9714 -2.4836 5.2024 0.05 -0.16 -0.12
O 1.8327 0.9558 -3.2391 -0.01 -0.01 -0.08
H 3.2839 4.7758 -1.4388 -0.07 0.02 0.12
C 3.7789 4.7944 -0.4624 1.31 -1.10 0.27
C -0.8266 0.9045 3.6517 0.02 0.17 0.05
C 0.0001 -2.1908 -5.1794 -0.27 -0.43 -0.21
H -1.7253 -3.9401 2.4028 0.05 0.13 0.01
C -2.2760 -2.6148 3.9992 -0.10 -0.12 0.09
C 0.5111 -2.2679 -0.9459 0.00 -0.01 -0.04
C 1.5761 1.0848 -7.4106 -0.04 -0.08 0.07
H 0.6915 2.7707 0.0671 -0.03 -0.04 -0.14
C 1.0782 3.5464 -0.5930 0.16 0.61 -0.03
C 1.1751 0.0176 -5.2933 -0.03 -0.02 -0.19
O -0.5725 -3.1001 -5.7475 0.06 0.09 0.04
C 0.9820 0.0100 -8.0656 -0.01 -0.01 0.12
C 0.9917 -1.1916 -1.6745 -0.04 -0.11 0.13
C -3.0358 -1.1753 5.9012 -0.30 0.07 0.48
C -3.6172 -3.5854 5.7544 -0.03 -0.18 -0.05
H 1.2564 5.7013 -0.3170 0.39 0.02 -0.08
C -2.2858 -0.0283 5.3317 0.11 0.13 -0.10
C -0.3365 -3.2690 -2.9664 0.00 -0.04 0.19
B 4.8200 3.5863 -0.2845 -0.71 0.48 -0.17
H -0.8541 -4.0755 -3.4671 0.03 0.06 -0.13
H -2.8803 1.3106 6.9009 -0.03 -0.14 0.00
C -2.3055 1.1963 5.9923 0.09 0.16 -0.03
H 4.9381 3.1046 0.7964 0.02 0.06 0.03
H -1.5971 3.2168 6.0040 0.00 0.00 0.00
H 0.0080 -1.8864 -7.8473 -0.04 -0.06 0.13
C 1.3147 0.0189 -3.8158 0.22 0.39 0.31
H -0.2682 2.9526 3.9325 0.00 -0.01 0.00
H 0.3122 3.8820 -1.2972 -0.18 -0.31 0.16
H 1.8710 3.1194 -1.2108 0.02 0.03 0.14
O -0.9403 -1.5720 2.3688 -0.01 -0.04 0.04
H 0.6560 -2.3003 0.1262 -0.06 0.03 0.00
C 0.5627 -1.0519 -5.9486 0.10 0.17 -0.08
H -4.1459 -3.4874 6.6924 0.02 0.14 0.00
```
Positions in Å, forces in eV/Å.

Properties
- E_tot: -43465.7919 eV
- Gap between HOMO and LUMO: 8.27 eV
- HOMO energy: -9.4 eV
- SMILES: O=C1c2ccccc2C(=O)c2ccccc21.O=C1c2ccccc2C(=O)c2ccccc21.BCOCC

---

# 3
This record from OMol25 describes a structure of composition C31H25ClPRu in a non-equilibrium geometry. The level of theory is the ωB97M-V functional and the def2-TZVPD basis.

```
59
Properties=species:S:1:pos:R:3:forces:R:3
H -1.5707 -1.4988 3.2134 0.36 -0.17 -0.22
H -1.7034 3.3387 7.1771 0.30 -0.35 0.05
C -0.5184 1.5953 7.7745 -0.16 0.11 -0.14
C -0.9660 -1.9813 1.1114 0.46 -1.44 0.65
C -1.0966 2.4868 6.8562 0.30 -0.31 -0.07
C 1.1636 -1.0985 -2.1681 0.32 -0.45 -0.46
H 2.7315 -0.7145 -0.7457 0.06 -0.08 -0.30
H -0.5023 2.8026 -0.5493 -0.03 0.09 -0.30
C 0.3233 -2.3842 0.5645 -0.46 -0.64 0.69
H 1.8000 0.8246 -3.5741 -0.31 0.24 -0.08
H -0.6353 1.7806 8.8412 -0.05 -0.12 -0.21
C -0.1127 1.1971 5.0365 -0.19 0.28 1.12
C -2.0223 -1.7331 -2.0335 -0.11 0.09 -0.07
C -0.8860 2.2932 5.4950 0.21 -0.33 0.11
H -1.3188 2.9726 4.7555 0.20 -0.23 0.29
C 0.6724 4.0438 -3.5124 0.05 -0.26 0.11
Ru 0.3360 -0.2326 0.9389 1.54 0.79 0.10
C 2.4779 -1.1916 -1.6909 0.14 0.06 -0.07
H -4.7220 -1.5258 -4.0930 0.16 0.06 0.10
C 0.8366 -1.8057 -3.3407 0.28 0.15 0.00
H 4.4976 -1.8289 -2.0493 -0.27 -0.01 -0.14
C 0.4197 0.2690 5.9813 -0.40 0.54 -0.51
H 0.9505 -2.2256 3.8644 0.02 0.34 -0.30
C -1.5765 -0.4025 -2.0831 -0.27 0.13 -0.17
H -3.9244 0.8359 -4.2238 0.04 -0.22 0.32
H -3.4967 -3.1674 -2.6523 0.03 0.23 -0.08
C -2.3269 0.5377 -2.8075 0.03 -0.36 -0.14
C -0.7890 -1.8308 2.5296 -0.26 -0.98 -0.06
C -3.1688 -2.1318 -2.7227 0.19 0.25 0.09
H -1.4489 -2.4769 -1.4791 -0.17 0.16 -0.20
C -0.0448 2.8332 -1.5404 -0.05 -0.24 -0.39
H 3.9583 -2.8113 -4.2986 -0.25 -0.05 0.28
C 0.0334 1.0622 3.6378 0.02 -0.41 -1.88
H 0.5324 -2.7050 -0.4467 -0.04 0.02 0.20
H -1.9012 -1.8990 0.5642 0.23 -0.05 0.22
C 1.2492 1.7061 -3.2439 -0.32 0.13 -0.09
C 3.1683 -2.4088 -3.6620 -0.19 0.03 0.12
H 1.5688 -2.9725 -5.0069 0.09 0.23 0.33
C -3.4232 0.1173 -3.5711 0.08 -0.01 0.26
C -3.8566 -1.2104 -3.5145 0.20 0.15 0.03
H 0.6603 4.9439 -4.1233 0.12 -0.10 0.21
H -2.0285 1.5869 -2.7994 -0.05 -0.32 -0.19
C 0.0438 4.0239 -2.2656 -0.05 -0.23 0.07
H -0.3978 4.9301 -1.8582 0.10 -0.13 -0.08
H 0.9785 -0.5979 5.6277 -0.12 0.30 0.07
H 0.6038 -0.2223 8.0811 -0.07 0.21 -0.29
H -0.1881 -1.8311 -3.7076 0.27 0.10 0.04
H 2.3398 -2.5792 1.5677 -0.44 0.03 -0.04
C 1.2734 -2.3640 1.6457 -0.45 -0.63 0.07
C 0.5534 -2.1335 2.8574 -0.45 -0.19 -0.17
C 0.0383 0.8779 2.3980 -1.34 1.99 5.08
C 1.8358 -2.4561 -4.0798 -0.04 0.20 0.13
C 1.3320 2.9014 -3.9677 -0.05 -0.16 0.23
P 0.0205 0.0442 -1.2792 -0.50 0.40 -4.19
C 3.4754 -1.8251 -2.4299 -0.16 0.05 -0.18
Cl 2.1896 1.2016 0.6497 1.45 0.31 -0.35
C 0.4498 1.6404 -2.0950 0.28 0.30 0.23
H 1.9059 2.9241 -4.8943 -0.15 0.03 0.24
C 0.2061 0.4753 7.3410 -0.16 0.45 -0.09
```
Positions in Å, forces in eV/Å.

Properties
- Expectation value of S²: 8.801
- E_tot: -56939.7900 eV
- Gap between HOMO and LUMO (alpha / beta): 6.65 / 6.19 eV
- HOMO energy (alpha / beta): -6.0 / -7.7 eV
- 2S+1: 6

---

# 4
This record from OMol25 describes a cluster of 2 separate species, C31H25F8N3O3S in total in a non-equilibrium geometry. The level of theory is the ωB97M-V functional and the def2-TZVPD basis.

```
71
Properties=species:S:1:pos:R:3:forces:R:3
F 4.9767 -0.4618 3.5021 -0.07 0.64 0.58
C 4.7716 0.5247 4.4141 -0.26 0.02 0.38
H 2.4007 -0.8252 3.9826 0.08 0.28 -0.02
H 0.6245 -0.0920 -5.2969 -0.04 0.18 0.27
C -4.9279 -1.6827 -1.0952 0.01 -0.06 -0.23
F -8.1851 -0.3169 -0.2327 0.94 -0.09 -0.10
C -4.0567 -0.7519 -0.5278 -0.65 -0.05 0.22
H 0.4212 -2.2878 -4.4010 -0.01 0.04 0.32
C 6.2208 0.7390 0.3181 0.44 -0.08 -0.41
F 4.7361 -0.0256 5.6470 0.32 0.31 -0.98
C -1.2704 1.9276 4.5106 0.41 -0.01 0.04
H 4.4263 1.2355 1.3835 0.11 -0.09 -0.08
C 0.0990 1.7587 4.3985 -0.34 -0.35 -0.04
H 1.1981 -1.9024 -2.8455 -0.14 -0.13 -0.16
H 2.1810 0.7671 0.6871 0.17 0.02 -0.07
H -2.0579 -0.5882 0.2114 -0.13 -0.17 -0.16
C -6.8489 -0.4581 -0.3305 -0.29 -0.04 0.09
O 3.3566 2.1262 2.8277 0.47 0.37 0.42
F 5.7938 1.3983 4.3369 -0.36 -0.62 0.08
C -0.3961 -0.5331 -3.4464 0.06 -0.42 -0.66
C -6.3108 -1.5506 -1.0148 -0.10 -0.13 -0.02
F -3.8111 1.2082 0.7947 -0.54 -0.64 -0.58
H -1.6943 2.9282 4.5941 0.11 -0.22 -0.05
C -2.5779 -0.8467 -0.7210 0.28 -0.44 0.17
C 3.9456 0.4202 -0.5417 1.29 -0.21 -0.45
C -2.0098 -1.1007 -5.3333 0.33 -0.05 -0.31
C 2.5292 0.4587 -0.3033 -0.83 0.26 -0.77
C -2.7505 -0.2127 -3.1693 -0.86 0.42 -0.65
C 4.5215 -0.0197 -1.7737 -0.14 0.02 0.44
C 0.6534 0.4426 4.2678 0.00 0.17 0.17
C 0.2457 -1.9281 -3.3794 -0.18 -0.02 0.22
H -0.1989 0.7007 -0.2131 0.07 -0.11 -0.30
C -3.5465 0.9822 4.5988 -1.94 0.06 0.00
O -3.9303 -0.0841 -3.4854 1.52 -0.31 0.62
C 2.0095 0.1891 3.9696 0.99 0.46 0.26
H -0.1217 1.3338 -4.5135 0.18 -0.20 0.02
H 7.8411 0.1855 -1.0011 -0.21 -0.04 -0.01
C -4.6241 0.3034 0.1827 0.07 0.30 0.21
C -2.1198 0.1116 -1.8156 -0.40 0.73 -0.35
C -1.5814 -0.4748 4.5436 0.10 -0.26 -0.01
H -2.3829 1.1429 -1.5213 0.10 -0.33 -0.20
F -7.1252 -2.4600 -1.5875 0.51 0.58 0.35
H 1.9319 -0.1931 -2.2587 0.05 0.26 0.55
F -6.5220 1.5126 0.9557 0.36 -0.76 -0.50
H -2.2522 -1.3242 4.6448 0.09 0.09 -0.01
N -0.6845 0.0225 -2.1065 1.02 0.38 1.51
H 0.7630 2.6222 4.4263 -0.29 -0.22 -0.12
C -2.1247 0.8163 4.5435 -0.30 0.15 0.04
O 2.9530 2.2815 5.2969 0.65 -0.02 -0.82
H 6.3137 -0.4534 -2.8717 -0.10 0.09 0.26
H -1.5418 -2.0796 -5.4868 -0.18 0.13 -0.03
F -4.4133 -2.7312 -1.7903 -0.32 0.60 0.38
C 5.9025 -0.1047 -1.9240 -0.36 -0.01 -0.15
H 0.2178 -1.6680 4.4602 -0.25 0.21 -0.05
C 6.7629 0.2538 -0.8783 -0.51 0.24 0.31
H 1.3949 0.6549 -3.8799 -0.12 -0.01 -0.18
N -1.7476 -0.6403 -3.9888 -0.47 0.11 0.43
H -1.5984 -0.4004 -6.0700 -0.16 -0.11 0.06
H 3.8651 -0.3053 -2.5992 0.39 0.02 0.19
C 0.2168 0.3243 -1.1549 -1.15 -0.40 -0.58
C 1.5884 0.1746 -1.2918 1.19 -0.16 -0.02
H -3.0879 -1.1827 -5.4795 0.17 0.06 0.15
C -0.2240 -0.6706 4.4337 -0.03 0.38 -0.17
N -4.7142 1.0731 4.6155 2.10 -0.12 -0.04
C 0.4363 0.4049 -4.3364 -0.22 0.21 0.14
C -6.0031 0.4706 0.2778 -0.20 0.34 0.28
H -0.4324 -2.6200 -2.8613 0.22 0.13 -0.14
H -2.3162 -1.8724 -1.0133 0.03 0.22 0.19
H 6.8725 1.0512 1.1358 -0.21 -0.10 -0.26
C 4.8506 0.8346 0.4658 -0.86 -0.12 0.26
S 3.1688 1.4674 4.1147 -1.59 -1.37 0.08
```
Positions in Å, forces in eV/Å.

Properties
- E_tot: -75736.7124 eV
- Gap between HOMO and LUMO: 3.29 eV
- HOMO energy: -6.1 eV